This record from the Open Molecules 2025 dataset describes C5H9Br in the gas phase in a non-equilibrium geometry. The level of theory is ωB97M-V/def2-TZVPD.

Bonds (Å) are listed after each position.
Cartesian coordinates (Å):
1 C -0.44 -1.18 0.92  C2 1.567, C3 1.453, H7 1.023, H8 1.084
2 C -0.87 0.24 0.41  C1 1.567, C3 1.488, C4 1.479, H9 1.198
3 C 0.45 -0.04 1.04  C1 1.453, C2 1.488, C5 1.489, Br6 2.289
4 C -1.16 0.63 -0.98  C2 1.479, H10 1.218, H11 1.027, H12 1.003
5 C 1.76 0.20 0.36  C3 1.489, H13 1.059, H14 1.134, H15 0.979
6 Br 0.57 0.43 3.27  C3 2.289
7 H -0.94 -1.63 1.69  C1 1.023
8 H -0.23 -1.94 0.17  C1 1.084
9 H -1.66 0.71 1.18  C2 1.198
10 H -0.43 0.05 -1.76  C4 1.218
11 H -1.11 1.66 -1.05  C4 1.027
12 H -2.13 0.45 -1.17  C4 1.003
13 H 1.83 1.07 -0.23  C5 1.059
14 H 1.89 -0.67 -0.36  C5 1.134
15 H 2.50 0.33 0.99  C5 0.979

The gap between HOMO and LUMO comes out at 9.76 eV. For the total energy, the calculation gives -2769.828274 Eh. Its net charge is 0. For the HOMO energy, the calculation gives -9.7 eV. Its structure (SMILES) is C[C@H]1C[C@]1(C)Br. The molar mass comes out at 149.03 g mol⁻¹. The calculation puts the maximum force at 5.63 eV/Å.

Here are the Löwdin charges for atoms 1 to 4, given in e: -0.126 -0.309 -0.569 -0.066